[1]
Computed, not measured: an isolated molecule of C3H3ClO in a non-equilibrium geometry, with ωB97M-V with the def2-TZVPD basis set.

Geometry as XYZ:
```
8
Properties=species:S:1:pos:R:3:forces:R:3:mulliken_charge:R:1
Cl 3.53778 0.03274 -0.04102 -0.1946 0.1066 -0.1272 -0.165
C 1.88414 0.52859 -0.05179 -1.5089 2.7062 -0.2050 -0.369
C 0.88407 -0.33036 0.04487 0.5052 0.5625 -0.3074 0.382
C -0.44395 -0.89132 0.06531 -1.5937 2.6466 -3.9514 -0.187
O 0.74201 -1.66086 -0.00049 0.0924 -1.5198 0.5336 -0.371
H 1.60980 1.68682 -0.18279 1.0006 -2.9017 0.5445 0.273
H -1.11813 -0.79172 0.85986 -0.1625 -0.6483 1.8939 0.266
H -1.11459 -0.71298 -0.90554 1.8614 -0.9522 1.6191 0.173
```
Positions in Å, forces in eV/Å.

Calculated values
ΔE to the lowest compared entry with this formula, charge and spin (eV): 1.981
HOMO energy (eV): -9.12
Net charge: 0
Total energy (eV): -17726.4674
SMILES string: Cl/C=C1/CO1
Frontier orbital gap (eV): 10.04

[2]
Computed, not measured: a 2-piece molecular cluster, C7H10 overall, with ωB97M-V with the def2-TZVPD basis set.

Geometry as XYZ:
```
17
Properties=species:S:1:pos:R:3:forces:R:3:mulliken_charge:R:1
C 1.76673 0.88145 1.06490 -0.0287 -0.0018 0.0231 -0.780
C 0.47498 0.64966 1.23241 0.0424 0.0028 0.0660 0.657
C -0.81222 1.16132 1.66844 0.0188 0.2893 0.1357 -0.573
C -1.69400 0.40014 0.73138 -0.1840 -0.0146 -0.1137 -0.313
C -0.58315 -0.32992 1.41596 0.1303 -0.2764 0.0195 -0.409
H 2.45605 0.07302 0.83979 -0.1265 0.1036 0.0488 0.288
H 2.16922 1.88619 1.14786 -0.0844 -0.1390 -0.0045 0.236
H -1.08208 1.66186 2.58944 0.0500 -0.0757 -0.1583 0.253
H -1.62503 0.58165 -0.34113 0.0206 -0.0175 0.1789 0.159
H -2.70006 0.18752 1.09286 0.1668 0.0253 -0.0499 0.251
H -0.64932 -1.15577 2.11152 0.0193 0.1222 -0.0969 0.238
C 0.81783 -1.06596 -1.76507 -0.1028 0.0114 -0.1183 -0.406
C -0.05626 -0.93609 -2.75629 0.1134 -0.0259 0.0965 -0.500
H 1.66830 -0.39772 -1.65937 -0.1475 -0.0897 -0.0507 0.181
H 0.71144 -1.83720 -1.00533 -0.0075 0.1085 -0.1300 0.226
H 0.04967 -0.16085 -3.51150 -0.0021 -0.1028 0.1188 0.240
H -0.91212 -1.59930 -2.85587 0.1217 0.0803 0.0350 0.252
```
Positions in Å, forces in eV/Å.

Calculated values
ΔE to the lowest compared entry with this formula, charge and spin (eV): 3.996
HOMO energy (eV): -8.53
Net charge: 0
Total energy (eV): -7417.0392
SMILES string: C=C1[C@H]2C[C@@H]12.C=C
Frontier orbital gap (eV): 9.68

[3]
Computed, not measured: C43H33ClN5O6P2Se2Ta as an isolated structure in a non-equilibrium geometry, with ωB97M-V with the def2-TZVPD basis set.

Geometry as XYZ:
```
93
Properties=species:S:1:pos:R:3:forces:R:3:mulliken_charge:R:1
Ta -0.61113 -0.39181 -0.32443 2.4965 0.1590 1.0803 0.748
C 0.68639 2.90752 0.07150 0.0460 0.0181 0.0424 -1.215
O -0.02962 1.77134 0.61117 -0.1847 0.0070 -0.2513 -0.188
C -0.69523 2.01145 1.82276 0.0350 0.1135 -0.0180 0.989
C -0.95826 3.25784 2.34997 -0.0568 -0.1195 0.0673 -0.872
C -1.62838 3.31181 3.57085 0.0118 -0.0033 -0.0244 -0.812
C -2.00979 2.15869 4.24305 0.0198 -0.0300 -0.0351 -0.745
C -1.72345 0.90870 3.71100 -0.0022 0.1351 0.0301 -0.840
C -1.07155 0.86118 2.49579 0.0805 -0.1785 -0.2259 0.510
N -0.63437 -0.31329 1.82267 -0.3493 -0.1053 0.1922 1.126
N -0.29425 -1.30085 2.54762 0.3013 -0.0366 -0.0630 -0.988
C 0.59736 -2.21650 2.08860 -0.1894 -0.0443 0.2298 0.433
C 1.49824 -1.84250 1.07601 0.0377 0.0656 -0.1453 1.380
O 1.18221 -0.82592 0.27867 0.1455 -0.1808 -0.0412 -0.533
C 2.74087 -2.48350 0.93472 -0.1757 -0.0543 0.1205 -1.184
C 2.97383 -3.59996 1.68635 -0.0041 -0.0047 0.0886 -0.287
C 2.03805 -4.10484 2.63591 0.0748 -0.0066 -0.0794 0.468
C 2.30187 -5.28360 3.36147 -0.0115 0.0339 0.0276 -1.008
C 1.40215 -5.73517 4.29065 -0.0340 0.0330 -0.0127 -0.633
C 0.21754 -5.01848 4.52826 0.0357 -0.0471 0.0272 -0.651
C -0.06589 -3.86812 3.83284 0.0733 0.0267 -0.0475 -0.824
C 0.84213 -3.39821 2.87457 -0.0342 0.0431 -0.0011 0.479
H 1.32655 3.31491 0.85196 -0.0293 0.0121 -0.0154 0.450
H 1.30032 2.53962 -0.74243 0.0299 0.0193 0.0426 0.436
H -0.01937 3.65529 -0.28666 0.0152 -0.0193 -0.0255 0.352
H -0.66820 4.16784 1.84974 0.0031 0.0413 -0.0154 0.498
H -1.85396 4.27905 3.99618 -0.0084 0.0215 0.0181 0.446
H -2.52819 2.23220 5.18772 -0.0125 0.0071 0.0178 0.440
H -1.98988 -0.00493 4.22228 -0.0040 -0.0210 0.0041 0.555
H 3.45526 -2.10317 0.21859 -0.0076 0.0075 -0.0454 0.554
H 3.90764 -4.13560 1.56421 0.0091 -0.0238 -0.0042 0.425
H 3.22328 -5.82110 3.18056 0.0163 -0.0132 -0.0206 0.440
H 1.60211 -6.64151 4.84405 -0.0034 -0.0090 0.0205 0.430
H -0.48343 -5.38101 5.26757 -0.0061 -0.0100 0.0092 0.430
H -0.98585 -3.33024 4.01231 -0.0248 0.0059 -0.0126 0.491
Se 1.11113 -4.26819 -5.49964 -0.0244 0.1125 -0.1864 -0.089
P 1.45143 -5.00764 -3.57554 0.0201 0.0160 0.2365 0.865
C 0.71511 -6.59641 -3.18997 -0.1780 -0.0499 -0.0432 0.750
C 1.38579 -7.54485 -2.42430 0.0269 0.0042 0.0712 -0.357
C 0.77974 -8.76256 -2.15176 -0.0181 0.0184 -0.0107 -0.781
C -0.49228 -9.02775 -2.63463 -0.0010 0.0206 -0.0098 -0.534
C -1.16412 -8.08008 -3.39759 -0.0125 -0.0463 0.0243 -0.696
C -0.56211 -6.86833 -3.68135 0.0395 0.0234 -0.0385 -0.550
C 3.18153 -5.12663 -3.07366 0.1914 0.0552 -0.0200 -0.144
C 4.07320 -5.75530 -3.94405 -0.0816 0.0589 -0.0346 -0.769
C 5.40929 -5.87005 -3.60072 0.0490 -0.0075 0.0304 -0.811
C 5.86917 -5.35047 -2.39648 -0.0059 -0.0056 -0.0138 -0.774
C 4.98826 -4.72107 -1.52959 -0.0246 -0.0340 -0.0720 -0.419
C 3.64588 -4.61339 -1.86525 -0.1308 -0.0030 0.0775 1.124
C 0.70899 -3.85355 -2.36750 -0.1026 -0.0249 -0.1467 -0.314
C 0.44980 -2.49159 -2.43308 -0.1030 0.0612 -0.0543 -0.335
N -0.27778 -2.23116 -1.30498 -0.0729 0.3808 -0.1046 1.670
N -0.41886 -3.34434 -0.59147 -0.1880 -0.0399 0.0614 -0.523
N 0.15842 -4.32029 -1.21741 0.1247 0.0324 0.0512 -0.384
P 0.61485 -1.13381 -3.60954 0.1418 -0.2096 0.2155 0.891
Se 0.36169 0.74166 -2.33845 -0.2686 0.0891 -0.1803 -0.417
C 2.24000 -0.78562 -4.25015 0.0859 -0.0331 -0.1512 0.945
C 2.45636 0.46268 -4.84865 0.0111 0.0345 -0.0312 -0.772
C 3.67929 0.74188 -5.42801 0.0313 -0.0601 0.0403 -0.914
C 4.69454 -0.20900 -5.40027 0.0006 0.0589 -0.0360 -0.652
C 4.48692 -1.43529 -4.79268 -0.0237 -0.0199 0.0450 -0.640
C 3.25747 -1.73095 -4.22329 0.0996 0.0251 0.0867 0.060
C -0.62178 -1.27110 -4.86662 -0.0693 -0.0768 -0.2034 1.060
C -0.35223 -0.78113 -6.14575 -0.0394 0.0782 -0.0018 -0.406
C -1.27112 -0.98531 -7.16024 0.0013 -0.0030 0.0614 -0.899
C -2.44366 -1.68111 -6.90316 -0.0192 -0.0077 -0.0309 -0.557
C -2.70919 -2.17320 -5.63168 0.0054 0.0236 -0.0186 -1.121
C -1.80031 -1.97472 -4.61050 0.0194 0.0359 0.0164 -0.322
H 2.37820 -7.34529 -2.04253 0.0134 0.0114 -0.0084 0.370
H 1.30442 -9.50565 -1.56745 0.0122 -0.0051 0.0092 0.439
H -0.96040 -9.97977 -2.42509 -0.0070 -0.0164 0.0030 0.400
H -2.15158 -8.29557 -3.78196 -0.0091 0.0011 -0.0059 0.413
H -1.06797 -6.14143 -4.30533 0.0127 0.0148 -0.0058 0.402
H 3.72228 -6.14312 -4.89285 -0.0192 0.0049 -0.0090 0.503
H 6.09606 -6.36437 -4.27379 0.0069 -0.0041 -0.0141 0.444
H 6.91488 -5.43827 -2.13585 0.0226 -0.0038 0.0040 0.427
H 5.35010 -4.31845 -0.59278 0.0093 0.0191 0.0264 0.379
H 2.95662 -4.13559 -1.17797 0.0335 -0.0415 -0.0400 -0.228
H 1.68322 1.22155 -4.88028 -0.0415 -0.0353 0.0483 0.533
H 3.84393 1.70137 -5.89664 -0.0015 0.0229 -0.0181 0.448
H 5.64983 0.01442 -5.85550 0.0117 0.0009 0.0039 0.428
H 5.27616 -2.17397 -4.76386 -0.0012 -0.0155 -0.0051 0.542
H 3.11075 -2.69398 -3.76571 -0.0323 -0.0760 0.0463 -0.031
H 0.57408 -0.26818 -6.36296 -0.0021 -0.0389 -0.0061 0.420
H -1.06285 -0.61557 -8.15384 0.0040 0.0052 -0.0242 0.462
H -3.14971 -1.85425 -7.70363 -0.0200 0.0040 -0.0075 0.446
H -3.61649 -2.72956 -5.44440 -0.0183 -0.0118 0.0120 0.468
H -1.99722 -2.39787 -3.63661 0.0137 -0.0174 0.1019 0.509
O -2.37388 0.90230 -0.01540 -1.0862 -0.6871 -0.3235 -0.537
Cl -3.15546 -0.31139 -0.48884 0.7150 -0.1915 0.1319 1.762
O -4.53005 -0.16703 -0.53170 0.1198 -0.0333 0.0095 -0.465
O -2.60450 -1.37594 0.40605 -0.5259 0.5838 -0.5611 -0.547
O -2.44015 -0.60143 -1.74932 -0.9885 0.1597 0.0684 -0.471
```
Positions in Å, forces in eV/Å.

Calculated values
ΔE to the lowest compared entry with this formula, charge and spin (eV): 2.367
HOMO energy (eV): -12.52
Net charge: +2
Total energy (eV): -228185.9084
Frontier orbital gap (eV): 5.04